[1]
# C2H7N3

The molecule C2H7N3 (ωB97M-V/def2-TZVPD, OMol25).

As for the SMILES: [H]/N=C(\N)CN. The electronic energy is -6657.684 eV. Its total charge is 0. As for the spin multiplicity: 1.

Each line ends with the natural charge from an NBO analysis.
Atoms and positions in Å:
H1 1.343 1.984 0.036  0.332
N1 0.439 1.540 -0.006  -0.729
C1 0.537 0.259 -0.005  0.435
N2 1.674 -0.524 0.129  -0.831
C2 -0.728 -0.609 -0.073  -0.285
N3 -1.982 0.082 0.011  -0.823
H2 2.557 -0.122 -0.177  0.383
H3 1.600 -1.499 -0.113  0.384
H4 -0.702 -1.344 0.722  0.203
H5 -0.702 -1.130 -1.063  0.194
H6 -1.883 1.034 -0.491  0.380
H7 -2.154 0.330 1.030  0.355

---

[2]
# C4H7FN2O

A structure of composition C4H7FN2O (ωB97M-V/def2-TZVPD, OMol25).

The electronic energy is -11999.622 eV. Its total charge is 0. As for the spin multiplicity: 1.

Each line ends with the natural charge from an NBO analysis.
Atoms and positions in Å:
C1 1.684 -0.616 -0.846  -0.702
C2 0.313 -1.191 -1.051  0.410
C3 -0.822 -0.760 -0.543  -0.390
C4 -1.087 0.135 0.660  0.391
H1 2.655 -1.409 -1.647  0.252
H2 1.354 0.464 -1.608  0.249
H3 1.869 -0.527 0.430  0.268
H4 -1.615 -1.277 -0.751  0.228
H5 -2.264 0.326 2.173  0.346
H6 -0.393 1.560 -0.265  0.370
H7 0.559 2.255 2.106  0.477
N1 -2.175 -0.204 1.262  -0.660
N2 -0.137 1.081 0.671  -0.332
O1 -0.386 2.091 1.594  -0.571
F1 0.445 -1.929 -2.187  -0.337

---

For each record above, in turn, the calculated Kohn-Sham gap values are 10.271, 9.518 eV.
For each record above, in turn, the calculated energy above the lowest of the compared OMol25 structures with the same formula, charge and spin values are 6.3, 171.5 kcal per mole.